[1]
This record from the Open Molecules 2025 dataset describes a structure of composition C29H26BrN2O5SSn at a distorted geometry. The level of theory is ωB97M-V/def2-TZVPD.

The geometry in XYZ format:
```
65
Properties=species:S:1:pos:R:3:forces:R:3
C -0.416808 0.984238 -4.898861 0.405 0.855 0.312
H 3.347720 -4.310209 0.707788 -0.344 0.187 -0.020
C -3.752582 -0.222459 -2.732349 -2.202 -1.481 0.342
H 0.408650 1.383463 -5.486034 -0.032 -0.340 0.108
H -3.450255 -0.409878 -5.302352 -0.368 0.172 -0.095
C 2.590314 -2.347382 0.228425 -0.572 0.037 0.611
H -5.342556 -0.633487 1.158984 -0.101 0.124 0.008
C 4.207484 1.428601 2.438228 1.870 -1.166 -0.067
O -1.437014 0.642091 -1.445575 -0.012 0.659 0.792
C -0.961928 -0.688004 3.259005 0.698 -0.725 -0.056
C 0.897389 -1.387646 1.756915 1.405 0.029 -1.448
C -2.667807 0.370106 -3.463084 0.519 -0.996 -1.345
H 5.542290 -0.274706 2.610395 -0.446 -0.088 0.283
C 4.438420 0.193639 4.459019 -0.516 0.997 0.106
H -1.697219 0.058490 3.292028 -0.922 1.177 0.054
C 1.684316 -1.295547 0.549692 -0.296 -0.524 0.340
O 0.758874 1.448472 -2.803604 0.454 0.698 0.427
H 3.444072 1.073566 6.188031 -0.318 -0.125 -0.504
O 0.287688 0.924320 2.063588 -0.036 -1.732 0.088
C -1.536693 0.768970 -2.786508 1.551 0.071 0.083
O 3.172904 2.177317 0.104015 2.165 -1.465 1.105
H -7.389851 -1.946838 1.086309 -0.548 -0.444 0.302
C -2.624084 0.111571 -4.855411 0.008 0.461 0.085
C -7.220750 -2.506360 -1.027325 -1.394 -0.648 1.556
H 4.684884 -0.694398 4.998020 0.634 -0.284 0.297
C -5.695410 -1.059814 0.230269 -0.880 -0.243 -0.424
H 1.715268 -4.599207 2.622776 0.161 0.172 0.048
H 1.897530 2.267036 -4.338918 0.122 0.280 0.453
C 4.830714 0.369253 3.132754 -1.085 0.261 0.198
C -0.357978 1.124014 -3.485391 -1.834 -1.028 -2.189
C 5.588880 2.947976 0.548274 0.620 0.044 -0.104
N -3.969237 -0.000808 -1.331011 -0.709 -0.263 -0.010
C 1.512978 2.550905 -3.347256 0.067 -0.231 -0.033
C 0.996839 -2.602257 2.438938 -0.400 -1.070 0.850
C 1.769712 -3.670325 2.067733 0.252 0.182 -0.280
C -6.848423 -1.866304 0.171898 1.290 0.525 -0.595
Br -1.584119 0.509501 -7.466006 0.129 -0.209 -0.452
H -6.793405 -2.894587 -3.122340 0.323 0.353 0.946
H 2.326927 2.752295 -2.633517 -0.235 -0.188 -0.401
O 1.517042 -0.345108 -0.327172 0.173 0.882 0.440
C 3.092030 2.198164 4.365249 0.162 -0.128 0.482
C 3.435079 2.363115 3.037181 -1.285 1.266 -0.341
H 3.165844 -2.133487 -0.655219 0.305 -0.380 -0.173
C -1.529065 0.479863 -5.610641 0.255 0.628 2.281
C -5.080163 -0.822317 -0.979236 0.558 -0.480 -1.702
N -4.559051 -1.135687 -3.239387 0.253 1.117 1.441
C 3.599680 1.150411 5.108408 1.039 -0.970 -0.782
H 6.396536 2.939959 1.308908 -0.488 -0.154 -0.433
H 0.883860 3.445587 -3.432875 0.037 -0.208 -0.023
C -5.442459 -1.473146 -2.188565 0.599 -0.110 0.670
H -4.132090 0.937502 -0.991716 0.353 0.441 -0.275
C 2.632015 -3.526814 0.967536 0.152 0.823 -0.533
S 4.530875 1.487926 0.717414 -1.928 1.957 -1.495
Sn 1.032212 1.640790 0.185416 -0.286 0.280 -1.519
H 3.067608 3.222906 2.439166 0.052 -0.719 0.536
H 0.459196 -2.750075 3.358591 -0.337 0.157 0.154
H 2.397900 2.859140 4.823043 -0.273 0.712 0.320
H 6.044836 2.889658 -0.471499 -0.523 0.252 0.841
H -1.427589 -1.636369 3.039934 -0.106 -0.228 -0.282
C 0.114811 -0.328376 2.277574 -0.355 0.679 0.990
C -6.492871 -2.387777 -2.176581 0.016 0.200 -1.861
H -2.316660 0.366511 -1.093136 0.604 -0.218 -0.015
H 4.934956 3.832151 0.693688 0.422 -0.574 -0.230
H -8.135564 -3.145429 -0.996832 0.928 0.566 -0.144
H -0.546703 -0.804705 4.253206 0.251 0.177 0.286
```
Forces are in eV/Å.

E_LUMO = -3.3 eV
max |F| = 3.1 eV Å⁻¹
E_tot = -130415.39763 eV
HOMO level = -10.096 eV
frontier orbital gap = 6.83 eV
total charge = +1

[2]
This record from the Open Molecules 2025 dataset describes the molecule C21H25N3O4. The level of theory is ωB97M-V/def2-TZVPD.

The geometry in XYZ format:
```
53
Properties=species:S:1:pos:R:3:forces:R:3
H -2.730571 -3.127897 -0.620667 -0.093 -0.222 0.127
H -5.690317 -2.121372 2.109104 -0.090 -0.086 0.041
H 0.873642 4.433150 -0.837920 0.006 0.100 -0.058
H -4.498736 -1.645666 3.318660 0.004 -0.035 0.124
H 5.141102 1.794632 0.948132 -0.105 -0.090 0.067
O 3.211599 2.077829 0.508540 -0.180 0.158 -0.138
C -1.212086 -0.753629 -1.992154 0.094 0.018 -0.069
C -2.257231 0.772661 0.729583 -0.351 0.340 -0.186
H 1.435295 -1.169522 -2.928934 0.011 0.027 0.133
H -0.216097 -0.429427 2.158998 -0.057 -0.104 0.065
N -0.131513 -1.473102 -1.599763 -0.342 0.048 -0.043
N 3.907949 -0.246206 -0.646433 -0.024 0.176 -0.438
H -2.612845 -0.044967 2.648764 0.075 -0.054 0.030
C -4.643793 -1.871414 2.263804 -0.032 0.201 -0.141
C 0.991065 2.417466 -0.165009 -0.002 0.065 -0.053
C 2.235588 -2.000764 -1.105835 0.041 0.214 -0.151
H 3.938575 -1.444026 -2.338795 0.054 -0.039 0.044
H 2.133660 0.122179 2.065293 0.084 -0.068 0.092
C -2.543047 2.577789 -0.917101 -0.555 0.302 -0.297
H 3.624486 0.590264 -1.133616 0.034 -0.020 0.161
C -3.049934 1.526387 -0.063031 0.187 -0.329 0.440
C 1.426302 3.526024 -1.073686 0.020 -0.012 0.045
H 2.163273 -3.023595 -1.477835 -0.033 -0.063 0.041
C -0.836149 1.050541 0.732450 0.321 0.309 -0.215
C -2.777404 -0.328082 1.603609 -0.312 0.023 -0.168
N -2.334795 -1.318725 -1.650280 -0.537 0.247 -0.195
H 2.000890 -1.998723 -0.039745 -0.005 -0.066 0.021
C -4.246661 -0.682252 1.396831 0.201 -0.137 0.184
O 4.560052 -1.073457 1.358627 0.073 -0.234 0.279
H -0.002830 -3.337369 -0.542874 0.179 -0.131 0.075
H -1.130960 0.172481 -2.525851 0.134 0.270 -0.136
H 2.489609 3.712894 -0.964875 0.006 0.058 -0.059
H -4.403483 -0.928192 0.345680 -0.057 0.096 -0.065
H -2.180389 -1.223560 1.409785 0.064 0.020 0.067
C 0.104572 0.364950 1.505342 -0.209 0.185 -0.208
C 1.896707 1.709643 0.625721 -0.518 -0.005 -0.051
C -0.363991 2.077667 -0.100725 0.550 -0.575 0.599
C 1.443304 0.681137 1.454683 0.387 0.047 0.086
C 3.682096 -1.523116 -1.280206 -0.158 -0.319 0.150
H -4.043809 -2.744333 2.015276 0.056 -0.130 0.010
H -4.876106 0.171595 1.653012 -0.038 0.052 -0.102
C 1.243245 -1.109985 -1.849400 0.545 0.058 -0.077
H 1.369953 -0.066320 -1.538163 0.002 -0.112 -0.033
H 1.202477 3.274382 -2.109717 0.015 0.058 -0.095
C -0.626015 -2.577200 -0.963056 -0.075 -0.278 0.173
C 4.239963 -0.141179 0.656348 -0.071 0.545 -0.111
H 4.351579 -2.239276 -0.797796 -0.045 0.052 -0.187
C -1.985716 -2.460937 -1.005882 0.217 -0.179 0.046
O -1.187311 2.794294 -0.896121 0.194 0.173 -0.149
H 4.046697 1.297662 2.255155 -0.014 -0.086 -0.156
H -4.113885 1.378711 -0.123159 -0.097 -0.045 -0.028
O -3.206057 3.275295 -1.643508 0.259 -0.230 0.215
C 4.188070 1.304665 1.168729 0.189 -0.193 0.293
```
Forces are in eV/Å.

E_LUMO = 0.2 eV
max |F| = 1.0 eV Å⁻¹
E_tot = -34844.21634 eV
SMILES string = CCCc1cc(=O)oc2c(C)c(OCC(=O)NCCCn3ccnc3)ccc12
HOMO level = -8.533 eV
frontier orbital gap = 8.76 eV

[3]
This record from the Open Molecules 2025 dataset describes a cluster of 3 separate species, C16H24BF2NO2P in total at a distorted geometry. The level of theory is ωB97M-V/def2-TZVPD.

The geometry in XYZ format:
```
47
Properties=species:S:1:pos:R:3:forces:R:3
C 1.301770 5.765534 1.638466 -0.241 0.202 0.022
H -0.250885 5.289737 -2.631437 0.075 -0.869 0.756
H 1.855995 0.144514 -0.922877 0.033 -0.082 0.073
C 1.263542 4.078958 -0.555627 1.018 0.615 0.188
C -1.338879 -6.123571 1.205380 -0.023 0.056 -0.090
C -0.498480 -2.241452 -0.365660 -0.015 0.098 0.065
H -0.300201 7.147702 1.634865 1.811 0.196 0.189
H 0.989943 6.407895 -0.633650 1.205 -1.615 1.668
B -1.870130 3.586603 -1.027912 -5.299 -1.802 2.498
C -0.664176 -6.778500 2.235634 0.180 -0.200 -0.385
H -0.800015 -4.001209 -1.573629 0.137 0.264 0.076
H 0.534852 5.003018 2.084973 1.510 1.277 -1.091
H -2.671544 3.665890 2.055340 0.863 1.344 -1.767
H 1.053337 -3.460962 -3.135476 -0.039 0.139 0.179
H 1.255516 7.793939 1.228934 -1.184 -0.680 1.176
H -1.298335 -2.467327 0.331953 0.086 0.040 -0.046
H 0.138538 3.008662 -2.798619 -0.453 1.072 0.810
H -0.072810 -7.816484 -1.455068 -0.040 0.053 0.085
C 0.457043 -8.179218 0.609635 -0.244 0.293 0.188
H 1.008860 3.415184 0.376900 0.409 0.903 -2.152
C 1.580200 -1.628723 -2.129064 -0.315 -0.192 0.096
H 2.735490 5.773499 -0.133817 -2.503 -0.209 0.111
H 2.213699 3.675553 -1.153928 -2.266 0.678 1.380
C 0.828384 -2.790836 -2.308494 -0.003 0.073 0.070
C -0.226132 -7.531686 -0.419447 -0.041 0.080 -0.083
F -0.024407 -0.259233 0.820729 -0.145 0.508 0.405
H -1.873927 5.411819 1.685586 -0.412 -2.484 -0.642
C -0.213323 -3.097351 -1.429475 0.279 0.299 -0.075
H -1.755563 1.595971 -1.026332 -1.192 0.485 -0.952
C -2.050387 4.307320 1.297645 1.605 0.062 0.590
C -1.115340 -6.507859 -0.112195 0.681 -0.695 1.040
P -0.197431 4.070761 -1.841222 2.381 -0.471 -0.269
C 0.235701 -7.804171 1.935636 -0.052 0.062 -0.002
H -0.837784 -6.490799 3.269577 0.012 -0.027 -0.210
H 2.393139 -1.394345 -2.812073 -0.142 -0.022 0.147
H -1.000942 3.754567 1.170986 -2.046 1.220 0.765
C 1.287545 -0.767517 -1.071844 -0.121 0.110 0.066
F -1.767256 -5.881904 -1.101034 -0.274 0.141 -0.318
H 1.160972 -8.975006 0.378313 -0.162 0.151 0.009
O -2.442631 2.243976 -1.376152 3.278 2.933 1.732
H -2.035206 -5.319156 1.418687 0.022 -0.095 -0.047
O -2.627900 4.413396 -0.051230 2.468 -2.059 -2.043
C 0.253003 -1.083482 -0.198227 0.267 -1.010 -1.119
N 0.728267 7.156963 1.890452 0.442 -0.979 -1.230
C 1.573173 5.606235 0.023308 0.776 -0.535 -0.325
H 2.319640 5.594805 2.232274 -2.215 0.575 -1.371
H 0.765074 -8.311709 2.739215 -0.111 0.098 -0.168
```
Forces are in eV/Å.

E_LUMO = -4.8 eV
max |F| = 6.1 eV Å⁻¹
E_tot = -37957.59765 eV
HOMO level = -10.832 eV
frontier orbital gap = 6.01 eV
total charge = +1